{
  "formula": "C13H23INOsP",
  "method": "the ωB97M-V functional and the def2-TZVPD basis",
  "charge": 2,
  "multiplicity": 5,
  "e_lumo_ev": [-6.272, -11.296],
  "gap_ev": [8.9, 4.6],
  "total_energy_ev": -35181.56662,
  "species": ["C", "C", "C", "C", "C", "C", "C", "C", "N", "Os", "C", "P", "H", "H", "H", "H", "H", "H", "H", "H", "C", "C", "H", "C", "C", "H", "H", "H", "H", "H", "H", "H", "H", "H", "H", "H", "H", "H", "H", "I"],
  "coordinates": [[-2.80396, 0.26434, -2.42429], [-2.60600, -0.96567, -1.80253], [-1.81664, -1.06786, -0.65382], [-1.26964, 0.10679, -0.13671], [-1.49794, 1.35898, -0.71253], [-2.28190, 1.42746, -1.85813], [-1.65091, -2.39231, 0.02537], [-0.21430, -2.90537, 0.26070], [0.82244, -1.82786, 0.43836], [-0.01450, -0.02287, 1.46993], [-0.83537, 2.54860, -0.11819], [0.75033, 1.93688, 0.66526], [-3.03686, -1.88105, -2.21594], [-2.45316, 2.39951, -2.31493], [-3.37900, 0.31326, -3.33981], [-1.41195, 3.00385, 0.70441], [-0.59301, 3.32788, -0.84377], [-2.16776, -2.40743, 1.00003], [-2.11610, -3.16460, -0.59620], [-0.18598, -3.53504, 1.16406], [1.47069, 3.30571, 1.58151], [1.78176, 1.95408, -0.86834], [0.14047, -3.49698, -0.59800], [1.38744, -1.46880, -0.88529], [1.92456, -2.35043, 1.28186], [-0.28330, 1.27244, 2.34632], [1.83059, -2.37573, -1.30042], [0.59386, -1.09144, -1.54498], [2.15860, -0.69604, -0.74434], [2.49287, -3.07608, 0.69902], [2.55094, -1.50496, 1.58289], [1.50733, -2.80801, 2.18575], [1.83631, 2.99467, -1.24236], [2.79328, 1.59886, -0.61392], [1.34454, 1.32045, -1.65778], [1.61124, 4.18226, 0.94214], [0.81979, 3.55234, 2.42671], [2.44225, 2.96891, 1.96286], [1.22693, 0.65139, 2.23284], [-0.86794, -1.45010, 3.50225]],
  "forces_ev_per_a": [[0.0, 0.6, 0.1], [0.6, -0.9, 0.6], [-1.0, -0.3, -1.0], [0.5, 0.3, 1.4], [-0.5, 0.5, -1.1], [0.1, 0.4, -0.1], [0.3, -0.8, 0.0], [0.4, 0.2, -0.3], [-0.5, 0.1, 0.4], [0.6, -2.6, -0.6], [0.6, 0.5, 0.8], [-1.1, 2.6, -3.4], [0.0, 0.4, 0.0], [-0.1, -0.2, -0.1], [0.0, 0.1, 0.0], [-0.1, -0.1, -0.3], [-0.2, 0.0, 0.0], [-0.1, 0.2, -0.3], [-0.2, 0.1, 0.3], [-0.1, 0.1, -0.4], [0.0, -0.5, 0.9], [0.4, -0.6, 0.2], [-0.3, 0.0, 0.3], [0.0, 0.3, 0.0], [0.1, 0.2, 0.3], [-0.9, 0.7, 0.6], [0.1, 0.1, -0.2], [0.4, -0.2, 0.2], [-0.2, -0.4, -0.2], [0.1, -0.1, 0.2], [0.2, -0.3, -0.1], [0.3, 0.0, -0.3], [0.0, -0.5, 0.4], [-0.2, 0.2, -0.3], [0.2, 0.2, 0.4], [-0.1, -0.3, 0.0], [0.2, 0.1, -0.1], [-0.1, 0.2, 0.0], [1.3, -0.2, 0.7], [-0.5, -0.1, 0.8]]
}

***

{
  "formula": "C42H109N7O16",
  "method": "the ωB97M-V functional and the def2-TZVPD basis",
  "charge": 0,
  "smiles": "COCCNCCOC.COCCNCCOC.COCCNCCOC.COCCNCCOC.COCCNCCOC.COCCNCCOC.COCCNCCOC.O.O",
  "e_lumo_ev": 0.522,
  "gap_ev": 8.9,
  "total_energy_ev": -88501.76268,
  "species": ["C", "O", "C", "C", "N", "C", "C", "O", "C", "H", "H", "H", "H", "H", "H", "H", "H", "H", "H", "H", "H", "H", "H", "H", "C", "O", "C", "C", "N", "C", "C", "O", "C", "H", "H", "H", "H", "H", "H", "H", "H", "H", "H", "H", "H", "H", "H", "H", "C", "O", "C", "C", "N", "C", "C", "O", "C", "H", "H", "H", "H", "H", "H", "H", "H", "H", "H", "H", "H", "H", "H", "H", "C", "O", "C", "C", "N", "C", "C", "O", "C", "H", "H", "H", "H", "H", "H", "H", "H", "H", "H", "H", "H", "H", "H", "H", "C", "O", "C", "C", "N", "C", "C", "O", "C", "H", "H", "H", "H", "H", "H", "H", "H", "H", "H", "H", "H", "H", "H", "H", "C", "O", "C", "C", "N", "C", "C", "O", "C", "H", "H", "H", "H", "H", "H", "H", "H", "H", "H", "H", "H", "H", "H", "H", "C", "O", "C", "C", "N", "C", "C", "O", "C", "H", "H", "H", "H", "H", "H", "H", "H", "H", "H", "H", "H", "H", "H", "H", "O", "H", "H", "O", "H", "H"],
  "coordinates": [[-3.08275, -0.44274, 5.49855], [-1.77436, -0.44793, 4.93707], [-1.83472, -0.30922, 3.52340], [-0.49624, 0.09487, 2.94048], [-0.28299, 1.53778, 2.98737], [1.05646, 1.89639, 2.50426], [1.19552, 1.67124, 1.02129], [2.49274, 2.05521, 0.62398], [2.69500, 2.07405, -0.75854], [-3.38526, 0.60395, 5.64053], [-3.06928, -0.89406, 6.48768], [-3.81459, -0.95366, 4.87306], [-2.53194, 0.47344, 3.20977], [-2.09591, -1.28754, 3.12477], [-0.48345, -0.33239, 1.93282], [0.33156, -0.45906, 3.42358], [-0.26098, 1.75829, 3.98489], [1.88029, 1.41741, 3.05403], [1.15524, 2.96830, 2.70792], [0.43033, 2.22518, 0.46494], [1.07911, 0.60194, 0.79534], [2.22455, 1.24419, -1.29266], [3.75376, 2.18650, -0.99794], [2.29276, 3.01979, -1.17209], [-14.43438, -0.28433, 4.38635], [-13.07965, -0.12492, 4.72765], [-12.34473, -1.33177, 4.68592], [-10.87625, -1.00587, 4.56640], [-10.46630, -0.11181, 5.63400], [-9.20552, 0.55600, 5.49472], [-7.96580, -0.31548, 5.55582], [-7.98125, -1.22340, 4.45892], [-6.76012, -1.87845, 4.30663], [-14.56342, -0.80412, 3.43423], [-14.88265, 0.70867, 4.31112], [-15.00195, -0.76885, 5.19277], [-12.61292, -1.91906, 3.79895], [-12.53491, -1.92513, 5.58872], [-10.69555, -0.51938, 3.59460], [-10.31259, -1.93548, 4.62293], [-11.19595, 0.52706, 5.90745], [-9.06991, 1.26221, 6.32351], [-9.15964, 1.20336, 4.60020], [-7.88653, -0.86506, 6.49852], [-7.10595, 0.35490, 5.41430], [-6.82063, -2.63527, 3.52381], [-6.40498, -2.37574, 5.22099], [-5.96846, -1.19009, 3.98412], [-6.74085, -8.51955, -0.09335], [-7.01540, -7.16023, 0.23668], [-6.40633, -6.23266, -0.63305], [-5.04491, -5.79306, -0.11301], [-5.17188, -4.73918, 0.88108], [-3.89438, -4.25131, 1.35223], [-3.97692, -3.27527, 2.50164], [-4.39192, -1.92259, 2.20106], [-5.18628, -1.69187, 1.03639], [-6.91294, -8.69745, -1.15559], [-7.44359, -9.11222, 0.48935], [-5.72877, -8.77895, 0.22695], [-7.06185, -5.36157, -0.69051], [-6.29176, -6.62077, -1.65246], [-4.40197, -5.41576, -0.91127], [-4.54704, -6.66487, 0.34632], [-5.82604, -4.94809, 1.62207], [-3.31583, -3.82186, 0.52636], [-3.26679, -5.10760, 1.66779], [-2.94276, -3.08005, 2.78965], [-4.60178, -3.66404, 3.30882], [-4.51752, -1.58795, 0.18150], [-5.71368, -0.75137, 1.21160], [-5.95973, -2.44070, 0.90562], [-1.86688, 0.48781, -0.98668], [-0.64832, 0.75120, -1.65598], [-0.78252, 1.53857, -2.81026], [-1.19374, 2.98410, -2.57022], [-1.33488, 3.65619, -3.85505], [-1.48395, 5.08454, -3.71253], [-1.72856, 5.73943, -5.06040], [-2.69736, 4.95666, -5.74509], [-3.09934, 5.50333, -6.97797], [-2.51415, 1.35774, -0.91855], [-1.58964, 0.10935, -0.00329], [-2.40479, -0.33216, -1.48351], [-1.40473, 1.03691, -3.57178], [0.18194, 1.56356, -3.32735], [-0.43105, 3.42900, -1.92609], [-2.12791, 3.04871, -1.99201], [-2.14355, 3.28839, -4.33875], [-0.56955, 5.53511, -3.31681], [-2.30882, 5.37907, -3.03918], [-0.79023, 5.66567, -5.62878], [-2.08228, 6.76844, -4.97670], [-2.49206, 5.07796, -7.78931], [-3.01395, 6.59226, -7.01783], [-4.12922, 5.21863, -7.19422], [6.40108, -2.44901, -9.20833], [5.43207, -1.47026, -9.01827], [5.91978, -0.36244, -8.28896], [4.71610, 0.51199, -7.98391], [5.06246, 1.78957, -7.39868], [5.73744, 1.70112, -6.11380], [5.75681, 3.03532, -5.44837], [4.43589, 3.48999, -5.22985], [4.35023, 4.33544, -4.11007], [5.99930, -3.29770, -9.76356], [6.80771, -2.85020, -8.27056], [7.23893, -2.08092, -9.82342], [6.64662, 0.14326, -8.93677], [6.36455, -0.67923, -7.33753], [4.03588, -0.11403, -7.37656], [4.17197, 0.70071, -8.91243], [4.24292, 2.37331, -7.30848], [6.75826, 1.32174, -6.17909], [5.18043, 1.00951, -5.45444], [6.32440, 3.80557, -5.98713], [6.28274, 2.91780, -4.48532], [3.36385, 4.80003, -4.04015], [5.03180, 5.19101, -4.16789], [4.46485, 3.72707, -3.20599], [8.76859, 5.66365, -3.65156], [8.05660, 5.25862, -2.50857], [8.52871, 4.03047, -1.97730], [7.52554, 3.46012, -1.00138], [7.65792, 3.92794, 0.37002], [7.05159, 5.24173, 0.59691], [6.76421, 5.41871, 2.05050], [5.71241, 4.59177, 2.51855], [4.45585, 5.05988, 2.09026], [8.67217, 6.74777, -3.73640], [8.33913, 5.25989, -4.57760], [9.83139, 5.41667, -3.57574], [9.50097, 4.17308, -1.49072], [8.65611, 3.33332, -2.81757], [7.70753, 2.38027, -0.96178], [6.52513, 3.57120, -1.45192], [7.16671, 3.25536, 0.94985], [6.15395, 5.38341, -0.02105], [7.74349, 6.01044, 0.24099], [6.67017, 6.47111, 2.35596], [7.62941, 5.10868, 2.64798], [4.30252, 6.09637, 2.43479], [3.62943, 4.47159, 2.47701], [4.37135, 5.12791, 1.00095], [6.04254, -7.70649, 4.22311], [5.19448, -7.01380, 3.36316], [5.86722, -6.34632, 2.32429], [4.82011, -6.01592, 1.25777], [5.27289, -5.05826, 0.27696], [4.70405, -3.73854, 0.43853], [5.21783, -2.71705, -0.54701], [5.34193, -1.48471, 0.14206], [5.68100, -0.42374, -0.71838], [6.81614, -7.08966, 4.69581], [6.58624, -8.51463, 3.69955], [5.46513, -8.22892, 4.98417], [6.61131, -6.98132, 1.82926], [6.34199, -5.43286, 2.69955], [3.85323, -5.73235, 1.69508], [4.54491, -6.97387, 0.79643], [5.27057, -5.42080, -0.66149], [4.78205, -3.42327, 1.48309], [3.59057, -3.76531, 0.40529], [4.52941, -2.53099, -1.38353], [6.18430, -3.02130, -0.97290], [5.75925, 0.47501, -0.11699], [4.90679, -0.31242, -1.49454], [6.59358, -0.67114, -1.27934], [-4.17161, -2.68233, 8.12340], [-4.05540, -1.77598, 8.42185], [-4.91372, -3.01038, 8.63887], [-0.09290, 1.61933, 5.95870], [-0.69327, 0.87386, 5.76831], [0.67405, 1.19319, 6.35165]],
  "forces_ev_per_a": [[0.1, 0.7, 0.3], [-0.2, 0.1, 0.3], [0.8, -0.1, -0.3], [0.3, -0.7, 0.2], [0.5, -0.6, 0.0], [-0.3, 0.9, 0.3], [0.1, -0.5, -0.3], [0.6, 0.0, 0.4], [-0.3, 1.3, -0.6], [-0.2, -0.1, -0.2], [0.2, -0.3, -0.1], [0.1, -0.1, -0.1], [-0.4, -0.2, 0.2], [-0.4, 0.1, -0.2], [-0.1, 0.6, -0.2], [-0.2, 0.0, 0.3], [-0.2, 0.2, -0.3], [-0.1, -0.3, -0.1], [0.1, 0.0, -0.1], [0.0, 0.0, 0.1], [-0.2, 0.1, -0.1], [0.2, -0.2, 0.1], [0.1, -0.6, 0.3], [-0.4, -0.3, 0.0], [-0.4, 0.5, 0.5], [0.0, 0.0, -0.3], [0.2, 0.0, -0.1], [-0.1, 0.7, 0.1], [0.1, -0.6, 0.8], [0.4, 0.7, 0.2], [-0.2, 0.1, -1.0], [-0.3, -0.1, 0.3], [0.9, -0.1, -0.2], [0.0, -0.1, 0.0], [0.2, 0.0, -0.2], [0.1, -0.4, -0.2], [-0.2, 0.0, 0.1], [-0.1, 0.0, 0.0], [0.0, -0.3, -0.1], [0.1, 0.0, -0.2], [-0.1, 0.0, -0.2], [-0.3, -0.1, 0.1], [0.1, -0.3, -0.2], [0.0, 0.0, 0.1], [0.1, -0.1, 0.3], [-0.4, 0.0, 0.0], [-0.2, 0.1, 0.1], [-0.1, 0.1, 0.1], [-0.2, 0.6, 0.7], [-0.3, -0.3, -0.3], [0.4, 0.3, -0.1], [-0.1, 0.0, 0.7], [-0.1, 0.6, -0.6], [0.0, -0.7, 0.0], [0.3, 1.2, -0.8], [-0.3, -0.5, -0.1], [0.0, 0.4, 0.8], [0.2, -0.1, -0.1], [0.0, -0.1, 0.0], [0.1, -0.2, -0.3], [0.0, 0.0, 0.0], [-0.1, -0.2, 0.1], [-0.1, 0.0, -0.1], [0.1, -0.1, -0.3], [0.2, -0.3, 0.1], [-0.3, 0.2, -0.1], [0.0, 0.2, 0.3], [-0.1, -0.6, 0.7], [0.2, -0.1, 0.1], [-0.3, -0.2, -0.3], [0.3, 0.1, -0.1], [0.2, -0.3, -0.3], [0.3, -0.8, -0.1], [0.0, 0.3, 0.2], [0.3, -0.2, -1.0], [-0.5, -0.4, 0.1], [0.6, 0.0, 0.4], [-0.5, 0.8, -0.1], [0.3, -1.1, -0.5], [-0.6, 0.4, 0.3], [0.2, -0.4, -0.6], [0.0, 0.1, 0.2], [-0.2, 0.3, 0.1], [-0.1, 0.2, -0.1], [-0.5, 0.2, 0.3], [0.2, 0.0, 0.4], [0.1, 0.3, -0.3], [0.0, 0.0, 0.0], [0.0, 0.0, -0.1], [0.0, -0.2, 0.2], [0.1, -0.2, 0.1], [0.0, 0.4, 0.0], [0.2, 0.1, 0.1], [0.1, 0.2, 0.0], [0.0, 0.0, 0.2], [0.0, 0.0, 0.2], [0.8, -0.5, -0.5], [-0.4, -0.2, 0.3], [-0.3, 0.2, -0.4], [-0.4, -0.1, -0.3], [0.7, -0.2, -0.2], [-0.9, -0.3, -0.1], [0.5, 0.5, 0.9], [-0.2, 0.0, -0.2], [-0.5, 0.3, 0.2], [-0.4, 0.2, 0.1], [0.0, 0.2, 0.1], [0.0, 0.1, 0.2], [0.2, 0.3, 0.4], [0.3, -0.1, -0.2], [0.1, 0.2, 0.2], [0.1, 0.0, 0.0], [0.0, 0.0, 0.1], [0.0, 0.1, -0.3], [0.2, 0.0, 0.1], [-0.1, -0.2, -0.3], [-0.2, 0.0, 0.0], [-0.2, -0.3, -0.4], [0.4, -0.3, 0.2], [0.4, 0.3, 0.1], [-0.1, 0.5, -0.1], [-0.1, 0.1, 0.2], [-0.1, 0.1, -0.4], [0.3, -0.8, 0.0], [-0.5, 0.1, -0.3], [0.4, 0.0, -0.7], [0.7, 0.0, 1.2], [-0.3, 0.1, -0.1], [-0.3, 1.1, -0.2], [0.1, 0.0, 0.1], [0.1, -0.3, 0.1], [0.0, 0.0, -0.1], [0.0, 0.0, 0.0], [0.0, -0.1, 0.1], [0.0, 0.0, -0.1], [-0.1, 0.2, 0.2], [0.0, 0.1, 0.2], [-0.1, -0.1, 0.1], [0.0, 0.0, 0.2], [-0.7, 0.0, -0.3], [0.1, -0.2, -0.3], [0.0, -0.1, 0.1], [0.3, -0.4, 0.1], [0.0, -0.4, 0.0], [0.8, -1.0, 0.0], [-0.2, -0.1, 0.1], [-0.6, 0.5, -0.4], [-0.6, -0.8, -0.1], [0.6, 0.0, 0.3], [-1.5, -0.4, 0.3], [0.1, 0.7, 0.2], [0.2, 0.0, 0.2], [-0.3, -0.7, -0.6], [-0.2, 0.2, 0.0], [-0.1, 0.2, -0.1], [-0.2, 0.4, 0.1], [0.2, 0.0, 0.3], [0.1, 0.0, -0.1], [0.3, 0.4, 0.4], [0.3, 0.1, -0.2], [-0.3, 0.2, -0.1], [1.0, 0.2, -0.2], [0.2, -0.1, -0.6], [-0.1, -0.4, 0.0], [0.0, 0.0, 0.1], [0.2, 0.1, -0.1], [-0.1, 0.3, 0.2], [0.2, 0.3, 0.3], [0.0, 0.0, 0.0], [0.0, 0.0, 0.0], [0.0, -0.1, 0.0], [-0.1, -0.2, 0.2], [0.0, 0.0, 0.0], [0.1, 0.1, 0.0]]
}

***

Table of maximum force (eV/Å), in record order: 4.39, 1.62
Table of energy above the lowest of the compared OMol25 structures with the same formula, charge and spin (kcal per mole), in record order: 0.0, 33.0